Entry from the OMol25 dataset: a single C13H19N5O3 molecule in a non-equilibrium geometry (the ωB97M-V functional and the def2-TZVPD basis).

The HOMO energy is -7.91 eV. The value obtained for the HOMO-LUMO gap is 8.61 eV. The energy above the lowest of the compared OMol25 structures with the same formula, charge and spin comes out at 25.9 kcal/mol. The SMILES is C=CCn1c(NCCOC)nc2c1c(=O)n(C)c(=O)n2C. The LUMO energy is 0.7 eV.

Last column: Mulliken charge in e.
Positions of all 40 atoms, in Å:
1 C -2.997 -2.754 -0.190  -0.859
2 C -1.820 -2.161 -0.254  0.074
3 C -1.022 -1.725 0.941  -1.032
4 N -0.355 -0.462 0.725  0.074
5 C -0.801 0.812 0.846  0.033
6 N 0.135 1.716 0.574  -0.815
7 C 1.232 0.999 0.252  1.200
8 C 0.971 -0.358 0.325  -0.153
9 C 1.964 -1.347 0.073  0.506
10 O 1.839 -2.558 0.153  -0.720
11 N 3.181 -0.755 -0.290  -0.028
12 C 3.472 0.596 -0.390  0.671
13 O 4.576 0.979 -0.714  -0.674
14 N 2.452 1.480 -0.103  -0.007
15 C 2.683 2.905 -0.172  -1.076
16 H 3.728 3.059 -0.433  0.382
17 H 2.460 3.358 0.794  0.324
18 H 2.034 3.348 -0.927  0.319
19 C 4.293 -1.643 -0.586  -1.167
20 H 5.114 -1.452 0.104  0.325
21 H 4.646 -1.467 -1.602  0.328
22 H 3.934 -2.664 -0.478  0.372
23 N -2.023 1.201 1.327  -0.190
24 H -2.026 2.213 1.386  0.365
25 C -3.269 0.685 0.791  -0.682
26 H -4.072 1.098 1.406  0.465
27 C -3.473 1.059 -0.691  -0.347
28 O -4.532 0.372 -1.304  -0.369
29 C -5.816 0.785 -0.901  -0.733
30 H -5.932 1.871 -1.000  0.323
31 H -6.517 0.285 -1.566  0.262
32 H -6.035 0.496 0.133  0.298
33 H -3.610 2.148 -0.785  0.374
34 H -2.580 0.770 -1.253  0.298
35 H -3.290 -0.401 0.872  0.076
36 H -0.227 -2.462 1.105  0.423
37 H -1.641 -1.663 1.840  0.435
38 H -1.340 -1.982 -1.206  0.362
39 H -3.520 -3.071 -1.075  0.267
40 H -3.483 -2.956 0.751  0.298